1.
DFT (ωB97M-V/def2-TZVPD) results for an isolated molecule of C4H8O2.

Lowest unoccupied orbital energy = 0.842 eV
2S+1 = 1
Gap between HOMO and LUMO = 11.08 eV
ΔE to the lowest compared entry with this formula, charge and spin = 15.3 kcal/mol
Total charge = 0
E = -8372.619 eV

Each line ends with the Mulliken charge.
Positions of all 14 atoms, in Å:
1 C 0.909 -0.356 -1.555  -1.141
2 C 0.585 -0.751 -0.137  0.806
3 O 0.773 -1.884 0.265  -0.607
4 C 0.046 0.293 0.841  0.212
5 C -1.308 0.853 0.398  -1.234
6 O -0.067 -0.279 2.112  -0.581
7 H 0.990 -1.261 -2.160  0.334
8 H 1.877 0.161 -1.573  0.297
9 H 0.164 0.321 -1.984  0.320
10 H 0.774 1.121 0.865  0.202
11 H -1.240 1.435 -0.527  0.362
12 H -1.683 1.508 1.189  0.345
13 H -2.032 0.043 0.261  0.285
14 H 0.211 -1.205 2.004  0.399

2.
DFT (ωB97M-V/def2-TZVPD) results for the ion C26H31O2Si with charge +1 in a non-equilibrium geometry.

Lowest unoccupied orbital energy = -4.579 eV
2S+1 = 1
Gap between HOMO and LUMO = 6.55 eV
ΔE to the lowest compared entry with this formula, charge and spin = 0.0 kcal/mol
Total charge = +1
E = -39432.180 eV

Each line ends with the Mulliken charge.
Positions of all 60 atoms, in Å:
1 C -2.605 0.775 -1.102  -2.181
2 C -1.426 1.601 -0.588  2.507
3 C -1.516 3.000 -1.210  -1.968
4 C -0.225 0.888 -1.126  -0.905
5 O 0.458 1.385 -2.093  -0.126
6 Si 1.803 0.886 -3.058  0.141
7 C 2.775 2.435 -3.415  -1.011
8 C 2.711 -0.360 -2.039  -1.041
9 C 1.098 0.227 -4.648  -1.053
10 H -3.544 1.171 -0.684  0.395
11 H -2.648 0.892 -2.196  0.521
12 H -2.507 -0.295 -0.872  0.515
13 H -2.346 3.545 -0.746  0.397
14 H -0.591 3.564 -1.069  0.384
15 H -1.720 2.893 -2.281  0.494
16 H 0.026 -0.127 -0.794  0.636
17 H 3.703 2.164 -3.942  0.378
18 H 2.206 3.112 -4.068  0.320
19 H 3.047 2.978 -2.500  0.344
20 H 3.517 -0.789 -2.649  0.448
21 H 3.163 0.095 -1.148  0.305
22 H 2.053 -1.178 -1.718  0.378
23 H 1.892 -0.263 -5.228  0.378
24 H 0.301 -0.507 -4.471  0.337
25 H 0.689 1.045 -5.258  0.326
26 C -0.040 -6.072 0.329  -0.469
27 C 0.871 -5.320 1.080  -0.586
28 C 0.422 -4.509 2.124  -0.328
29 C -0.948 -4.477 2.390  0.494
30 O -1.479 -3.540 3.286  -0.473
31 C -1.434 -2.207 2.874  -0.266
32 C -2.582 -1.654 2.303  -0.622
33 C -2.485 -0.416 1.687  -0.858
34 C -1.273 0.297 1.631  -0.096
35 C -1.256 1.659 0.897  -0.020
36 C -0.031 2.548 1.221  0.116
37 C -0.302 3.885 1.541  -0.270
38 C 0.733 4.783 1.787  -0.750
39 C 2.057 4.331 1.799  -0.517
40 C 2.334 3.002 1.479  -1.364
41 C 1.293 2.133 1.099  0.051
42 C -0.195 -0.215 2.363  -0.022
43 C -0.257 -1.471 2.967  -0.573
44 C -1.864 -5.279 1.705  -0.342
45 C -1.403 -6.053 0.644  -0.399
46 H 0.319 -6.688 -0.500  0.383
47 H 1.939 -5.350 0.859  0.386
48 H 1.097 -3.885 2.711  0.327
49 H -3.509 -2.225 2.297  0.462
50 H -3.388 0.000 1.235  0.489
51 H -2.145 2.192 1.280  0.989
52 H -1.344 4.218 1.570  0.372
53 H 0.493 5.832 1.949  0.432
54 H 2.864 5.021 2.048  0.423
55 H 3.360 2.628 1.496  0.402
56 H 1.539 1.132 0.728  0.633
57 H 0.738 0.331 2.486  0.626
58 H 0.603 -1.897 3.483  0.654
59 H -2.916 -5.229 1.984  0.435
60 H -2.119 -6.642 0.069  0.364

3.
DFT (ωB97M-V/def2-TZVPD) results for a cluster of 2 separate species, C8H19O4S in total in a non-equilibrium geometry.

Lowest unoccupied orbital energy = -3.352 eV
2S+1 = 1
Gap between HOMO and LUMO = 9.27 eV
ΔE to the lowest compared entry with this formula, charge and spin = 75.8 kcal/mol
Total charge = +1
E = -27617.958 eV

Each line ends with the Mulliken charge.
Positions of all 32 atoms, in Å:
1 O -0.487 3.304 1.005  -0.536
2 C 0.509 2.672 0.340  0.320
3 O 1.899 3.157 0.544  -0.470
4 C 0.062 1.461 -0.672  -0.025
5 C 0.617 -0.026 -0.262  -0.624
6 C 0.396 -0.442 1.309  -0.480
7 S 1.916 -0.202 2.400  0.063
8 C 2.867 -1.795 2.659  -0.460
9 C 3.410 -2.515 1.290  -0.460
10 O 3.775 -1.595 0.201  -0.480
11 H 1.786 4.050 1.017  0.376
12 H 0.491 1.685 -1.763  0.389
13 H -1.122 1.519 -0.796  0.030
14 H 1.764 -0.081 -0.491  0.261
15 H 0.034 -0.822 -0.926  0.304
16 H 0.160 -1.611 1.336  0.391
17 H -0.555 0.089 1.798  0.407
18 H 2.787 0.669 1.695  0.261
19 H 2.297 -2.619 3.277  0.364
20 H 3.822 -1.509 3.316  0.382
21 H 4.414 -3.086 1.589  0.347
22 H 2.663 -3.376 0.934  0.304
23 H 4.636 -1.165 0.485  0.325
24 C -4.975 -0.233 -2.460  -1.156
25 C -3.733 0.310 -1.783  -0.095
26 O -2.950 1.036 -2.719  -0.523
27 H -4.703 -0.887 -3.295  0.288
28 H -5.587 -0.800 -1.753  0.345
29 H -5.577 0.581 -2.875  0.344
30 H -3.123 -0.508 -1.389  0.211
31 H -3.996 0.974 -0.955  0.295
32 H -3.498 1.765 -3.057  0.299

4.
DFT (ωB97M-V/def2-TZVPD) results for an isolated molecule of C4H7NO2.

Lowest unoccupied orbital energy = 0.891 eV
2S+1 = 1
Gap between HOMO and LUMO = 11.15 eV
ΔE to the lowest compared entry with this formula, charge and spin = 26.3 kcal/mol
Total charge = 0
E = -9846.138 eV

Each line ends with the Mulliken charge.
Positions of all 14 atoms, in Å:
1 H 2.688 1.499 0.124  0.275
2 N 2.543 0.562 -0.253  -0.671
3 C 1.395 0.136 0.041  0.513
4 C 0.810 -1.191 -0.380  -0.232
5 O -0.357 -1.313 0.408  -0.401
6 C -0.748 -0.010 0.754  0.320
7 C -1.737 0.583 -0.227  -1.107
8 O 0.449 0.778 0.779  -0.404
9 H 0.579 -1.178 -1.455  0.224
10 H 1.486 -2.017 -0.156  0.278
11 H -1.156 -0.040 1.770  0.282
12 H -2.043 1.576 0.114  0.339
13 H -2.614 -0.067 -0.294  0.322
14 H -1.293 0.683 -1.224  0.260

5.
DFT (ωB97M-V/def2-TZVPD) results for a cluster of 14 separate species, C24H77N13O14 in total in a non-equilibrium geometry.

Lowest unoccupied orbital energy = -0.156 eV
2S+1 = 1
Gap between HOMO and LUMO = 8.91 eV
ΔE to the lowest compared entry with this formula, charge and spin = 0.0 kcal/mol
Total charge = 0
E = -74174.983 eV

Each line ends with the Mulliken charge.
Positions of all 128 atoms, in Å:
1 C -3.764 30.742 -6.890  -1.056
2 C -4.696 29.556 -7.045  -0.300
3 O -4.986 29.352 -8.412  -0.290
4 H -4.149 31.688 -7.268  0.225
5 H -2.781 30.563 -7.327  0.294
6 H -3.630 30.862 -5.807  0.397
7 H -5.655 29.741 -6.545  0.263
8 H -4.431 28.644 -6.494  0.297
9 H -4.181 29.294 -8.958  0.318
10 C -9.285 33.273 -7.793  -1.344
11 C -8.315 32.532 -8.690  0.178
12 O -8.184 31.194 -8.203  -0.764
13 H -9.504 34.235 -8.265  0.415
14 H -8.833 33.353 -6.807  0.334
15 H -10.266 32.795 -7.799  0.261
16 H -7.333 33.002 -8.761  0.308
17 H -8.751 32.476 -9.692  -0.038
18 H -7.841 30.608 -8.903  0.320
19 C -11.425 30.861 -15.305  -0.603
20 C -11.510 32.220 -16.009  -0.502
21 O -12.658 32.971 -15.671  -0.505
22 H -12.188 30.212 -15.746  0.404
23 H -11.610 31.004 -14.243  -0.002
24 H -10.495 30.355 -15.558  0.349
25 H -11.476 32.122 -17.102  0.419
26 H -10.539 32.660 -15.765  0.074
27 H -13.412 32.419 -15.904  0.365
28 C -10.944 32.526 -12.765  -0.073
29 C -10.422 33.844 -13.349  -0.264
30 O -9.101 34.084 -12.809  -0.498
31 H -10.127 31.807 -12.635  -0.100
32 H -11.597 32.023 -13.486  0.250
33 H -11.430 32.537 -11.788  0.223
34 H -11.167 34.635 -13.293  0.370
35 H -10.230 33.677 -14.418  -0.080
36 H -8.620 33.420 -13.310  0.139
37 C -5.858 31.520 -14.557  -0.519
38 C -6.627 32.596 -15.265  -0.248
39 O -6.241 33.924 -14.852  -0.534
40 H -5.933 31.535 -13.472  0.214
41 H -4.789 31.474 -14.778  0.323
42 H -6.321 30.605 -14.936  0.117
43 H -7.705 32.426 -15.138  -0.156
44 H -6.486 32.638 -16.351  0.559
45 H -6.266 34.443 -15.658  0.338
46 C -12.249 29.431 -9.920  0.426
47 C -13.375 30.427 -9.958  -0.687
48 O -14.584 29.856 -9.463  -0.563
49 H -12.214 28.976 -8.928  0.072
50 H -11.289 29.907 -10.129  -0.174
51 H -12.230 28.608 -10.637  -0.115
52 H -13.516 30.705 -11.013  0.302
53 H -13.162 31.395 -9.498  0.443
54 H -15.294 30.430 -9.764  0.329
55 C -13.099 28.105 -14.132  -0.783
56 C -14.052 27.342 -13.248  -0.191
57 O -13.701 25.958 -13.088  -0.580
58 H -13.110 27.562 -15.084  0.334
59 H -12.116 28.217 -13.681  0.118
60 H -13.446 29.104 -14.383  0.318
61 H -15.126 27.534 -13.314  0.458
62 H -13.848 27.783 -12.251  -0.022
63 H -14.226 25.630 -12.351  0.317
64 C -7.781 24.465 -14.501  0.733
65 O -7.866 25.087 -15.554  -0.658
66 N -6.535 24.191 -13.955  -0.353
67 N -8.789 23.867 -13.775  -0.355
68 H -5.742 24.565 -14.445  0.182
69 H -6.401 23.766 -13.058  0.163
70 H -8.509 23.319 -12.986  0.154
71 H -9.754 23.972 -14.015  0.183
72 C -9.668 27.925 -7.898  0.471
73 O -8.819 27.631 -8.733  -0.541
74 N -10.844 27.212 -7.762  -0.395
75 N -9.635 29.063 -7.131  -0.263
76 H -11.011 26.430 -8.376  0.166
77 H -11.563 27.591 -7.181  0.189
78 H -10.303 29.106 -6.386  0.207
79 H -9.197 29.917 -7.482  0.451
80 C -11.012 25.186 -10.863  0.436
81 O -10.705 24.706 -9.770  -0.712
82 N -10.851 26.533 -11.097  0.257
83 N -11.556 24.488 -11.918  -0.313
84 H -11.139 26.899 -11.986  0.011
85 H -10.396 27.117 -10.410  -0.232
86 H -11.914 23.588 -11.654  0.256
87 H -11.980 25.030 -12.667  0.232
88 C -2.017 24.473 -15.174  0.529
89 O -1.568 23.657 -14.387  -0.647
90 N -1.604 24.515 -16.506  -0.341
91 N -2.753 25.612 -14.859  -0.189
92 H -0.901 23.864 -16.798  0.202
93 H -1.786 25.336 -17.046  0.166
94 H -2.975 25.844 -13.910  0.127
95 H -3.179 26.109 -15.623  0.252
96 C -4.442 28.254 -17.309  0.613
97 O -4.280 27.071 -17.026  -0.690
98 N -3.483 29.239 -17.101  -0.396
99 N -5.539 28.767 -17.957  -0.435
100 H -2.566 28.929 -16.836  0.218
101 H -3.599 30.076 -17.638  0.198
102 H -6.201 28.098 -18.308  0.235
103 H -5.618 29.733 -18.197  0.147
104 C -3.015 30.412 -11.141  0.576
105 O -2.965 29.515 -10.279  -0.804
106 N -3.876 30.344 -12.193  -0.051
107 N -1.940 31.260 -11.263  -0.395
108 H -4.523 29.574 -12.259  -0.097
109 H -3.657 30.844 -13.034  0.187
110 H -1.145 31.212 -10.659  0.253
111 H -1.948 32.013 -11.929  0.157
112 C -8.738 28.963 -11.421  -0.015
113 C -7.347 28.979 -10.817  0.828
114 C -6.352 28.136 -11.631  -1.842
115 O -6.275 28.680 -12.960  0.440
116 C -5.599 27.770 -13.821  -0.694
117 N -6.903 30.406 -10.826  -0.396
118 H -9.126 27.946 -11.443  0.181
119 H -8.728 29.428 -12.408  0.321
120 H -9.450 29.584 -10.877  -0.585
121 H -7.288 28.741 -9.754  0.449
122 H -6.886 27.186 -11.786  0.573
123 H -5.381 27.958 -11.163  0.481
124 H -4.715 27.413 -13.287  0.520
125 H -5.376 28.227 -14.785  -0.531
126 H -6.298 26.969 -14.085  0.479
127 H -5.922 30.526 -10.582  0.017
128 H -6.876 30.644 -11.819  -0.192

6.
DFT (ωB97M-V/def2-TZVPD) results for a cluster of 7 separate species, C28H44N2O15 in total in a non-equilibrium geometry.

Lowest unoccupied orbital energy = 0.195 eV
2S+1 = 1
Gap between HOMO and LUMO = 10.42 eV
ΔE to the lowest compared entry with this formula, charge and spin = 19.1 kcal/mol
Total charge = 0
E = -63438.733 eV

Each line ends with the Mulliken charge.
Positions of all 89 atoms, in Å:
1 C -6.131 -5.155 -26.727  -1.192
2 C -4.718 -5.398 -26.155  0.367
3 C -3.779 -6.112 -27.079  -0.546
4 O -2.635 -5.249 -27.068  -0.400
5 C -2.944 -4.196 -26.399  0.521
6 O -2.233 -3.256 -26.252  -0.476
7 O -4.166 -4.144 -26.097  -0.165
8 H -6.567 -4.647 -25.913  0.192
9 H -6.758 -6.040 -26.866  0.444
10 H -6.207 -4.621 -27.697  0.308
11 H -4.823 -5.675 -25.120  0.261
12 H -4.161 -6.228 -28.126  0.303
13 H -3.454 -7.122 -26.907  0.317
14 C -3.391 -0.972 -24.474  0.576
15 C -4.169 0.269 -24.085  0.429
16 C -3.419 1.447 -23.683  -0.606
17 O -3.372 2.112 -24.909  -0.350
18 C -4.317 1.763 -25.733  0.578
19 O -4.498 2.262 -26.805  -0.544
20 O -4.862 0.658 -25.253  -0.129
21 H -3.301 -1.613 -23.542  0.463
22 H -2.366 -0.720 -24.585  -0.732
23 H -3.787 -1.435 -25.325  -0.514
24 H -4.852 0.165 -23.253  0.413
25 H -2.410 1.371 -23.293  0.174
26 H -3.760 2.044 -22.823  0.242
27 C 2.076 -2.292 -24.960  -1.540
28 C 0.738 -1.606 -24.766  1.162
29 C 0.401 -1.191 -23.320  -0.570
30 O 0.004 0.217 -23.421  -0.408
31 C 0.218 0.667 -24.709  0.269
32 O -0.036 1.802 -25.185  -0.500
33 O 0.736 -0.363 -25.444  -0.018
34 H 1.946 -3.348 -24.853  0.482
35 H 2.920 -1.840 -24.404  0.354
36 H 2.373 -2.258 -25.987  0.236
37 H -0.071 -2.284 -25.104  -0.338
38 H 1.083 -1.548 -22.536  0.374
39 H -0.508 -1.755 -23.164  0.359
40 C 4.382 1.675 -27.015  -1.493
41 C 3.122 0.873 -26.751  1.154
42 C 1.900 1.316 -27.596  0.673
43 O 1.691 0.185 -28.475  -0.366
44 C 2.554 -0.820 -28.136  0.720
45 O 2.293 -1.956 -28.604  -0.653
46 O 3.433 -0.374 -27.252  -0.393
47 H 4.373 2.635 -26.507  0.376
48 H 4.404 1.968 -28.041  0.407
49 H 5.255 1.124 -26.586  0.340
50 H 2.765 0.610 -25.716  -0.039
51 H 2.249 2.088 -28.191  0.325
52 H 0.965 1.624 -27.163  -0.974
53 C -1.687 4.226 -27.078  -0.767
54 C -0.879 4.436 -28.331  0.431
55 C -0.569 5.971 -28.605  -0.458
56 O 0.780 6.094 -27.992  -0.394
57 C 1.299 4.922 -27.715  0.552
58 O 2.422 4.667 -27.298  -0.565
59 O 0.359 3.998 -27.960  -0.045
60 H -2.791 4.477 -27.177  0.289
61 H -1.353 4.834 -26.097  0.298
62 H -1.648 3.245 -26.582  -0.101
63 H -1.179 3.942 -29.304  0.320
64 H -1.335 6.681 -28.217  0.300
65 H -0.545 6.285 -29.697  0.230
66 C -7.950 -1.808 -25.075  -1.587
67 C -7.233 -1.790 -26.376  0.880
68 C -7.718 -0.480 -27.009  -0.091
69 C -9.163 -0.221 -27.043  0.186
70 N -10.311 -0.073 -27.069  -0.501
71 H -7.938 -2.808 -24.716  0.372
72 H -9.063 -1.518 -24.999  0.365
73 H -7.565 -1.149 -24.313  0.332
74 H -7.642 -2.573 -27.014  0.248
75 H -6.203 -1.866 -26.281  -0.450
76 H -7.249 -0.340 -28.000  0.298
77 H -7.256 0.272 -26.323  0.005
78 C -1.701 0.720 -28.026  -0.774
79 C -2.523 -0.551 -28.299  -0.422
80 C -4.069 -0.370 -28.414  1.273
81 C -4.597 -1.648 -28.935  -0.197
82 N -4.971 -2.692 -29.329  -0.667
83 H -0.647 0.655 -28.420  0.255
84 H -1.664 0.917 -26.952  -0.431
85 H -2.134 1.633 -28.320  0.689
86 H -2.234 -1.186 -27.537  -0.083
87 H -2.197 -1.038 -29.207  0.598
88 H -4.348 0.435 -28.997  0.725
89 H -4.552 -0.215 -27.469  -0.989

Among the records above, which one has the highest gap between HOMO and LUMO?
C4H7NO2

Look up the 2S+1 of the third one.
1

The lowest E belongs to which entry?
C24H77N13O14

What is the gap between HOMO and LUMO in the sixth record?
10.42 eV